Record 1
{"formula": "C44H24I4N4O4PtS", "method": "ωB97M-V/def2-TZVPD", "elements": ["Pt", "I", "C", "C", "C", "C", "C", "C", "C", "C", "C", "C", "C", "C", "C", "C", "C", "C", "I", "C", "C", "C", "N", "C", "C", "C", "C", "C", "C", "I", "C", "C", "C", "C", "C", "C", "N", "C", "C", "C", "C", "C", "N", "C", "C", "C", "C", "I", "C", "C", "C", "C", "N", "H", "H", "H", "H", "H", "H", "H", "H", "H", "H", "H", "H", "H", "H", "H", "H", "H", "H", "H", "H", "H", "H", "H", "H", "O", "S", "O", "O", "O"], "xyz": [[0.191, -0.015, 0.132], [-7.638, -5.145, 2.177], [-5.965, -4.056, 1.591], [-5.871, -3.581, 0.293], [-4.752, -2.858, -0.102], [-3.732, -2.611, 0.802], [-3.842, -3.084, 2.107], [-4.952, -3.809, 2.509], [-2.515, -1.785, 0.407], [-1.214, -2.556, 0.653], [-0.998, -3.921, 1.099], [0.331, -4.148, 1.011], [0.948, -2.949, 0.464], [2.194, -2.745, -0.032], [3.218, -3.816, 0.078], [2.963, -5.117, -0.346], [3.925, -6.106, -0.210], [5.151, -5.793, 0.360], [6.591, -7.273, 0.586], [5.427, -4.497, 0.772], [4.465, -3.512, 0.620], [2.605, -1.551, -0.765], [1.941, -0.393, -0.758], [2.544, 0.452, -1.653], [2.202, 1.803, -1.785], [2.860, 2.564, -2.884], [4.142, 3.077, -2.751], [4.729, 3.777, -3.796], [4.024, 3.952, -4.978], [4.900, 4.992, -6.552], [2.742, 3.439, -5.122], [2.158, 2.748, -4.071], [1.316, 2.515, -0.973], [1.191, 3.931, -0.883], [0.305, 4.187, 0.131], [-0.129, 2.923, 0.621], [0.495, 1.942, -0.031], [-1.221, 2.711, 1.561], [-1.858, 1.537, 1.764], [-3.169, 1.322, 2.364], [-3.587, 0.098, 1.991], [-2.515, -0.477, 1.193], [-1.501, 0.332, 1.136], [-1.753, 3.939, 2.220], [-2.865, 4.586, 1.695], [-3.358, 5.734, 2.298], [-2.730, 6.232, 3.431], [-3.464, 7.952, 4.343], [-1.617, 5.596, 3.962], [-1.129, 4.450, 3.351], [3.632, -0.232, -2.262], [3.686, -1.477, -1.690], [-0.082, -1.999, 0.341], [-6.666, -3.768, -0.416], [-4.672, -2.485, -1.114], [-3.060, -2.875, 2.830], [-5.028, -4.174, 3.524], [-1.761, -4.617, 1.402], [0.842, -5.064, 1.257], [2.021, -5.352, -0.824], [3.721, -7.111, -0.554], [6.386, -4.254, 1.207], [4.678, -2.500, 0.941], [4.686, 2.936, -1.824], [5.726, 4.181, -3.688], [2.197, 3.579, -6.045], [1.159, 2.342, -4.171], [1.714, 4.645, -1.498], [-0.031, 5.145, 0.489], [-3.713, 2.056, 2.936], [-4.535, -0.369, 2.197], [-3.345, 4.190, 0.808], [-4.223, 6.234, 1.887], [-1.134, 5.987, 4.847], [-0.259, 3.951, 3.760], [4.286, 0.175, -3.016], [4.381, -2.270, -1.909], [-2.792, 0.847, -1.141], [-2.342, -0.258, -1.963], [-3.180, -0.557, -3.087], [-0.922, -0.274, -2.252], [-2.555, -1.621, -0.999]], "atomic_forces_ev_per_a": [[0.4, -0.1, 0.3], [-0.1, -0.1, 0.0], [0.1, 0.1, 0.0], [0.0, 0.0, 0.0], [0.0, 0.0, 0.0], [0.1, 0.0, 0.1], [0.0, 0.0, 0.0], [0.0, 0.0, 0.0], [0.0, -0.1, 0.0], [0.0, -0.2, 0.1], [-0.1, 0.2, -0.3], [0.2, 0.0, -0.1], [-0.5, 0.1, 0.2], [0.4, 0.0, -0.2], [-0.1, 0.1, 0.0], [0.0, 0.0, -0.1], [0.0, 0.0, 0.0], [-0.1, 0.1, 0.0], [0.1, -0.1, 0.0], [0.0, 0.0, 0.0], [0.0, -0.1, 0.1], [-0.1, -0.2, 0.1], [-0.2, 0.1, 0.0], [0.0, 0.0, 0.2], [0.0, 0.1, -0.1], [0.0, 0.0, 0.1], [0.1, 0.0, 0.0], [0.0, 0.0, 0.0], [-0.1, -0.1, 0.1], [0.0, 0.1, -0.1], [0.0, 0.0, 0.0], [0.0, 0.0, 0.0], [0.1, -0.1, 0.0], [-0.1, 0.0, 0.1], [0.1, 0.1, -0.1], [-0.3, -0.2, 0.2], [0.1, 0.0, 0.0], [0.2, 0.3, -0.1], [-0.1, -0.4, 0.0], [0.1, 0.2, 0.0], [0.1, -0.1, -0.2], [-0.1, 0.1, 0.0], [0.1, 0.1, 0.0], [0.0, -0.1, 0.0], [-0.1, 0.0, 0.0], [0.0, 0.0, 0.0], [0.0, -0.1, 0.0], [0.0, 0.1, 0.0], [0.0, 0.0, 0.0], [0.0, 0.0, 0.0], [0.0, 0.0, 0.0], [0.0, 0.0, 0.0], [0.2, 0.1, 0.1], [0.0, 0.0, 0.0], [0.0, 0.0, 0.0], [0.0, 0.0, 0.0], [0.0, 0.0, 0.0], [0.0, 0.0, 0.0], [0.0, 0.0, 0.0], [0.0, 0.0, 0.0], [0.0, 0.0, 0.0], [0.0, 0.0, 0.0], [0.0, 0.0, 0.0], [0.0, 0.0, 0.0], [0.0, 0.0, 0.0], [0.0, 0.0, 0.0], [0.0, 0.0, 0.0], [0.0, 0.0, 0.0], [0.0, 0.0, 0.0], [0.0, 0.0, 0.0], [0.0, 0.0, 0.0], [0.0, 0.0, 0.0], [0.0, 0.0, 0.0], [0.0, 0.0, 0.0], [0.0, 0.0, 0.0], [0.0, 0.0, 0.0], [0.0, 0.0, 0.0], [0.0, -0.1, 0.0], [-0.3, 0.5, -0.3], [-0.1, -0.4, 0.2], [0.1, 0.0, -0.1], [-0.3, -0.2, -0.1]], "lowdin_charge": [1.2715, 0.8706, -0.7444, -0.1284, 0.0215, -0.1575, -0.0575, -0.1433, -0.3100, -0.1379, 0.0309, 0.0227, -0.1794, -0.0105, -0.1838, -0.0264, -0.1373, -0.7438, 0.8879, -0.1376, -0.0214, -0.2118, -0.0446, -0.2157, -0.0148, -0.2083, -0.0261, -0.1441, -0.7438, 0.8758, -0.1344, 0.0026, -0.2128, 0.0243, 0.0140, -0.1999, -0.0418, -0.0224, -0.1821, 0.0396, 0.0371, -0.1662, -0.0469, -0.2124, -0.0164, -0.1373, -0.7450, 0.8777, -0.1422, -0.0134, 0.0213, 0.0028, -0.0226, 0.0973, 0.1292, 0.1315, 0.0943, 0.1139, 0.1147, 0.1259, 0.0968, 0.0961, 0.1288, 0.1284, 0.0942, 0.0972, 0.1361, 0.1194, 0.1155, 0.1225, 0.1206, 0.1363, 0.0965, 0.0944, 0.1270, 0.1171, 0.1146, -0.3005, 0.4202, -0.2845, -0.3643, -0.1956], "e_lumo_ha": -0.09322, "gap_ev": 5.5, "charge": 0}



Record 2
{"formula": "C44H28AlN4S4", "method": "ωB97M-V/def2-TZVPD", "elements": ["Al", "C", "C", "C", "C", "C", "C", "C", "C", "C", "C", "C", "C", "C", "C", "C", "C", "C", "C", "C", "N", "C", "C", "C", "C", "C", "C", "C", "C", "C", "C", "C", "C", "N", "C", "C", "C", "C", "C", "N", "C", "C", "C", "C", "C", "C", "C", "C", "N", "H", "H", "H", "H", "H", "H", "H", "H", "H", "H", "H", "H", "H", "H", "H", "H", "H", "H", "H", "H", "H", "H", "H", "H", "H", "H", "H", "H", "S", "S", "S", "S"], "xyz": [[-0.211, -0.129, -0.469], [5.631, -1.429, -5.342], [5.522, -0.158, -4.804], [4.559, 0.113, -3.846], [3.688, -0.884, -3.413], [3.823, -2.163, -3.946], [4.783, -2.434, -4.904], [2.600, -0.596, -2.450], [2.576, -1.233, -1.222], [3.507, -2.261, -0.843], [3.044, -2.799, 0.306], [1.861, -2.068, 0.659], [1.101, -2.336, 1.782], [1.465, -3.517, 2.604], [2.436, -3.432, 3.595], [2.819, -4.556, 4.305], [2.238, -5.781, 4.027], [1.259, -5.872, 3.053], [0.871, -4.748, 2.346], [0.062, -1.496, 2.195], [-0.373, -0.394, 1.510], [-1.256, 0.232, 2.348], [-1.921, 1.432, 2.082], [-2.860, 1.965, 3.095], [-2.415, 2.691, 4.192], [-3.324, 3.232, 5.085], [-4.682, 3.038, 4.898], [-5.134, 2.309, 3.810], [-4.227, 1.775, 2.914], [-1.872, 2.068, 0.860], [-2.657, 3.229, 0.542], [-2.525, 3.435, -0.786], [-1.636, 2.416, -1.274], [-1.206, 1.622, -0.251], [-1.267, 2.290, -2.601], [-0.235, 1.445, -3.017], [0.323, 1.434, -4.324], [1.458, 0.683, -4.251], [1.557, 0.213, -2.912], [0.496, 0.657, -2.172], [-1.964, 3.115, -3.603], [-3.324, 2.902, -3.808], [-4.012, 3.636, -4.754], [-3.354, 4.601, -5.499], [-2.006, 4.835, -5.285], [-1.312, 4.097, -4.342], [-1.406, -0.501, 3.553], [-0.590, -1.590, 3.450], [1.602, -1.098, -0.271], [6.368, -1.633, -6.108], [6.189, 0.628, -5.135], [4.472, 1.109, -3.436], [3.144, -2.936, -3.618], [4.864, -3.429, -5.320], [4.368, -2.560, -1.411], [3.455, -3.613, 0.875], [2.890, -2.474, 3.805], [3.582, -4.478, 5.068], [2.549, -6.660, 4.573], [0.803, -6.827, 2.832], [0.106, -4.816, 1.587], [-1.353, 2.829, 4.335], [-2.969, 3.803, 5.932], [-5.389, 3.454, 5.603], [-6.194, 2.152, 3.665], [-4.563, 1.198, 2.065], [-3.241, 3.787, 1.252], [-2.974, 4.200, -1.394], [-0.087, 1.933, -5.182], [2.149, 0.459, -5.039], [-3.823, 2.146, -3.219], [-5.066, 3.459, -4.911], [-3.890, 5.168, -6.247], [-1.498, 5.602, -5.853], [-0.263, 4.286, -4.160], [-2.051, -0.224, 4.366], [-0.428, -2.367, 4.171], [-2.913, -0.649, -0.500], [-2.981, -2.340, 0.517], [-1.270, -3.479, -0.279], [-0.568, -2.295, -1.711]], "atomic_forces_ev_per_a": [[-0.6, -0.8, -0.1], [0.1, 0.0, -0.1], [0.1, 0.1, -0.1], [-0.1, 0.0, 0.1], [0.2, -0.1, -0.1], [-0.1, 0.0, 0.0], [0.1, -0.1, -0.1], [-0.5, 0.2, -0.1], [0.1, 0.1, 0.1], [0.0, -0.1, 0.2], [0.1, 0.0, -0.2], [0.0, 0.1, -0.1], [-0.4, 0.4, 0.0], [0.0, -0.1, 0.1], [-0.1, 0.1, 0.0], [0.1, 0.0, 0.1], [0.0, -0.1, 0.1], [0.0, -0.1, 0.0], [-0.1, 0.0, 0.0], [0.3, -0.1, -0.2], [0.1, 0.1, -0.2], [0.0, 0.1, -0.2], [0.2, -0.1, -0.4], [-0.1, 0.1, 0.1], [0.0, -0.1, -0.1], [0.0, 0.0, 0.2], [-0.1, 0.1, 0.1], [-0.1, 0.0, 0.1], [0.0, 0.0, 0.0], [0.1, 0.0, 0.5], [0.0, 0.1, -0.3], [-0.2, 0.0, 0.3], [0.2, 0.0, -0.1], [0.4, 0.1, 0.0], [0.3, -0.3, 0.1], [-0.2, 0.3, 0.4], [0.4, -0.3, -0.1], [-0.3, 0.3, -0.2], [0.5, -0.3, 0.2], [-0.1, 0.0, 0.2], [-0.2, 0.1, -0.1], [0.0, 0.0, 0.0], [-0.1, 0.1, -0.1], [-0.1, 0.1, -0.1], [0.0, 0.1, -0.1], [0.0, 0.0, 0.1], [0.3, -0.2, 0.1], [-0.3, 0.3, 0.2], [0.2, 0.4, 0.2], [0.1, 0.0, 0.0], [0.0, 0.0, 0.0], [-0.1, 0.1, 0.1], [-0.1, -0.1, 0.0], [0.0, 0.0, 0.0], [0.1, 0.0, 0.0], [0.1, -0.1, 0.0], [0.1, 0.1, 0.0], [0.0, 0.0, 0.0], [0.0, -0.1, 0.0], [-0.1, -0.1, 0.0], [0.0, 0.1, -0.1], [0.1, 0.0, 0.0], [0.0, 0.0, 0.0], [-0.1, 0.0, 0.0], [-0.1, 0.0, 0.0], [0.0, -0.1, -0.2], [-0.1, 0.1, 0.0], [0.0, 0.1, 0.0], [0.0, 0.1, -0.1], [0.1, 0.0, -0.1], [-0.1, -0.1, 0.0], [-0.1, 0.0, 0.0], [0.0, 0.0, 0.0], [0.1, 0.0, 0.0], [0.1, 0.0, 0.0], [-0.1, 0.0, 0.1], [0.0, -0.2, 0.1], [0.0, 0.5, -0.4], [0.0, -0.7, 0.4], [-0.2, -0.4, 0.2], [0.0, 0.5, -0.5]], "nbo_charge": [1.7690, -0.2237, -0.2373, -0.1460, -0.0646, -0.1951, -0.2154, 0.0093, 0.1445, -0.2392, -0.2276, 0.1357, 0.0585, -0.0628, -0.1636, -0.2360, -0.2281, -0.2004, -0.2027, 0.1461, -0.6873, 0.1558, 0.0171, -0.0644, -0.1514, -0.2372, -0.2251, -0.2144, -0.1925, 0.1562, -0.2289, -0.2360, 0.1556, -0.6740, -0.0223, 0.1535, -0.2344, -0.2434, 0.1415, -0.6840, -0.0523, -0.1474, -0.2285, -0.2283, -0.2072, -0.2160, -0.2402, -0.2178, -0.6343, 0.2052, 0.2059, 0.2092, 0.2304, 0.2092, 0.2235, 0.2249, 0.2083, 0.2043, 0.2032, 0.2074, 0.2468, 0.2079, 0.2043, 0.2037, 0.2090, 0.2397, 0.2265, 0.2241, 0.2255, 0.2253, 0.2261, 0.2089, 0.2046, 0.2042, 0.2188, 0.2233, 0.2229, -0.4759, -0.1269, -0.1480, -0.4350], "e_lumo_ha": [0.04906, 0.04906], "gap_ev": [4.0, 4.0], "charge": -1}